Density functional theory data (wB97M-V/def2-TZVPD) for C28H56Br3Cl3CsF5N4NaO4S2 as an isolated structure at a distorted geometry.

Geometry as XYZ:
```
107
Properties=species:S:1:pos:R:3:forces:R:3
C 0.90797 4.16545 2.51689 0.590 -0.501 -0.217
C 1.65850 2.89141 2.08465 0.026 1.220 -1.025
C 1.97630 3.04053 0.58985 -0.072 -0.486 0.865
C 2.61018 1.78524 0.02664 -0.415 1.235 0.237
N 1.63095 0.67858 0.09849 1.010 0.532 -0.690
C 0.47914 0.98838 -0.73096 -0.375 -1.403 0.528
C -0.77503 1.12772 0.15041 -0.060 0.935 -1.235
C -1.96987 0.57454 -0.62048 0.183 -0.495 -0.047
C -1.98670 -1.02152 -0.41688 -0.288 1.998 -1.091
N -3.29457 -1.66771 -0.02919 1.870 -0.392 0.588
C -3.86362 -1.44568 1.34580 -0.533 -0.692 0.677
C -4.54090 -0.12407 1.57097 0.591 0.576 -0.225
C -3.81844 0.73074 2.61050 -0.606 -1.604 -0.061
C -4.54406 1.98836 2.85614 1.983 1.256 1.565
F -5.83864 1.90797 2.57368 -1.419 0.039 -0.451
Br -4.49964 2.42751 4.85183 -0.085 -0.501 -1.518
C -3.86644 3.00804 1.99245 -2.195 0.647 0.908
F -2.57426 2.80674 2.06617 2.373 1.057 -0.040
F -4.24848 2.88648 0.75468 0.339 -0.483 -0.664
Br -4.35066 4.81842 2.52360 0.390 0.724 -0.003
C -2.85268 -1.80259 2.42263 0.499 0.075 0.140
O -2.00916 -2.93925 2.14470 -0.905 -0.364 -1.310
C -2.57530 -3.81096 1.21812 -0.536 0.928 -1.012
Br -4.06020 -4.93809 2.00096 -6.250 3.411 -1.958
C -3.11475 -3.15945 -0.10732 -0.805 -1.129 0.043
Cl -4.61271 -3.95887 -0.64208 0.690 0.842 -0.649
C 2.32499 -0.47833 -0.32336 0.642 -1.025 0.338
S 2.90669 -0.73103 -1.80866 -0.320 0.090 -0.566
S 2.60665 -1.72926 0.91097 -0.292 -0.494 0.158
C 4.00993 -1.03940 1.83914 0.544 0.377 -0.841
C 5.37316 -1.27054 1.18702 0.032 -0.319 0.270
C 6.43242 -1.68639 2.19825 0.149 0.035 -0.345
H -0.15563 3.98950 2.59846 -0.360 0.010 0.324
H 1.36834 4.53912 3.42248 -0.298 0.212 0.451
H 1.04062 4.91237 1.74384 0.006 0.442 -0.088
H 1.06791 2.00729 2.24160 0.024 -0.446 0.341
H 2.61063 2.81106 2.58022 0.138 -0.513 0.652
H 1.05325 3.32539 0.09109 -0.123 -0.028 -0.494
H 2.66024 3.86922 0.45946 0.251 0.275 -0.088
H 3.50184 1.56808 0.59483 0.110 -0.351 0.377
H 2.94308 1.99502 -0.98998 -0.121 -0.360 -0.433
H 0.31074 0.14364 -1.39635 0.141 -0.205 -0.257
H 0.64233 1.83956 -1.38037 -0.083 0.353 -0.079
H -0.90593 2.18661 0.27602 -0.342 0.474 0.586
H -0.64521 0.63981 1.10151 0.113 -0.113 0.345
H -2.92771 1.12156 -0.40372 0.662 -0.551 0.257
H -1.70854 0.79786 -1.71484 1.249 -0.382 2.463
H -1.15588 -1.27831 0.21633 -0.105 -0.335 0.763
H -1.72365 -1.43946 -1.38250 -0.124 -0.468 -0.165
H -3.95277 -1.43983 -0.76402 -0.688 -0.054 0.225
H -4.65101 -2.18312 1.42348 -0.115 -0.474 -0.433
H -4.67320 0.32377 0.59144 -0.025 0.654 -0.108
H -5.54558 -0.23943 1.93694 -0.378 -0.475 0.079
H -3.83594 0.15717 3.52802 -0.012 -0.141 0.335
H -2.78481 0.93489 2.39891 0.199 -0.187 -0.151
H -3.41152 -1.97202 3.33250 -0.209 -0.267 0.264
H -2.17136 -0.99726 2.63977 0.369 0.149 -0.079
H -1.78183 -4.54714 0.93920 -0.952 1.296 -0.542
H -2.41622 -3.41634 -0.88239 0.475 0.348 -0.313
H 3.83275 0.01964 1.95005 -0.276 0.181 0.674
H 4.00235 -1.42526 2.84174 -0.484 -0.183 0.378
H 5.70891 -0.35243 0.72201 0.039 0.251 -0.326
H 5.35183 -2.03585 0.41906 -0.265 -0.142 -0.294
H 6.14536 -2.55867 2.76980 -0.231 -0.225 0.178
H 6.67593 -0.88911 2.88077 -0.043 0.298 0.356
H 7.33358 -1.94593 1.65604 0.376 -0.060 -0.057
Cl -5.33624 -6.54380 -1.04703 -0.197 -0.421 -0.072
F -5.04848 3.51898 -1.15341 0.189 -0.426 -1.672
O -0.92720 5.52095 4.92358 -0.382 -0.150 -0.041
H -1.86330 5.27760 4.71041 -0.065 -0.205 -0.136
H -0.67422 5.23011 5.82001 0.001 -0.200 0.111
H -0.76531 6.47134 4.79571 0.016 0.139 -0.095
Cs -1.85586 -5.83926 2.76360 7.693 -5.420 5.132
C -2.08832 4.08241 -1.83171 0.383 -0.699 -0.812
C -2.55980 4.96426 -2.97532 -0.157 0.051 0.312
C -2.51628 4.26535 -4.33480 -0.068 0.360 0.126
C -1.15458 3.91194 -4.73571 -0.500 -0.020 0.043
N -0.08950 3.62158 -5.03843 0.462 -0.158 -0.074
H -1.03698 3.78932 -1.94829 0.030 0.105 -0.104
H -2.17936 4.60761 -0.90699 -0.258 0.144 0.740
H -2.70575 3.16926 -1.78464 -0.168 0.450 0.248
H -1.95354 5.87161 -3.00084 0.053 0.000 -0.155
H -3.58998 5.27016 -2.77828 0.017 -0.189 0.021
H -2.94712 4.92049 -5.09191 0.037 -0.073 -0.121
H -3.13576 3.36508 -4.31057 -0.011 -0.015 -0.009
F 3.53626 0.74285 3.76336 -0.083 0.418 -0.091
Cl -5.83350 2.35921 6.97583 -0.269 0.284 1.550
Na -3.12032 0.74224 -2.53702 -2.667 0.860 -1.921
O -3.92719 -6.93027 6.93262 0.181 0.061 -0.324
H -3.91225 -7.04482 7.89173 0.057 0.056 -0.170
C 5.27513 -3.16437 -3.40627 0.023 0.027 0.178
C 4.06045 -3.24272 -4.32326 0.379 -0.072 -0.083
C 3.69482 -4.67546 -4.73727 -0.341 0.096 0.016
O 4.52731 -5.23209 -5.73534 0.039 -0.134 0.134
C 5.74420 -5.77713 -5.26122 0.061 0.054 -0.264
N 4.28690 -2.38152 -5.48876 -0.215 -0.096 -0.025
H 6.21376 -3.31040 -3.94098 -0.046 -0.050 -0.096
H 5.32850 -2.18503 -2.93392 -0.036 0.037 -0.017
H 5.21434 -3.91074 -2.61199 0.003 0.000 0.014
H 3.20921 -2.84102 -3.76460 -0.032 -0.068 -0.046
H 2.69341 -4.65400 -5.17618 0.020 -0.009 -0.081
H 3.64103 -5.34090 -3.86584 0.115 0.026 0.046
H 5.63025 -6.22945 -4.27240 -0.005 0.063 0.044
H 6.52702 -5.01558 -5.23609 0.054 -0.056 0.165
H 6.05748 -6.55038 -5.96225 -0.067 -0.019 -0.025
H 3.44001 -2.35638 -6.04892 -0.048 0.127 0.029
H 4.95750 -2.85304 -6.08816 0.126 0.047 0.013
```
Forces are in eV/Å.

Calculated values
Largest force on an atom (hartree/bohr): 0.2084
E_LUMO (eV): -1.46
Frontier orbital gap (eV): 1.54
Charge: -1
Molar mass (g mol⁻¹): 1173.870

Löwdin population analysis, charges in e, atoms 1 to 2: number 1, C, carries -0.106; number 2, C, carries -0.223